Density functional theory data (ωB97M-V/def2-TZVPD) for a molecular structure, C12H35N4SbSe4SiV.

Properties
Lowest unoccupied orbital energy (alpha / beta)   4.4 / 3.7 eV
2S+1   4
Energy above the lowest of the compared OMol25 structures with the same formula, charge and spin   35.8 kcal/mol
E_HOMO (alpha / beta)   -0.650 / -0.579 eV
Maximum force   0.035 Eh/bohr
Total charge   -2
Energy   -11776.835516 Ha
Kohn-Sham gap (alpha / beta)   5.08 / 4.26 eV

Each line ends with the natural charge from an NBO analysis.
Geometry (Å):
V  -1.731  -1.551  0.151  0.43
N  0.235  -1.374  1.423  -0.88
C  0.889  -0.547  2.448  -0.21
C  -0.007  -0.248  3.640  -0.40
C  -1.214  0.642  3.335  -0.44
C  -2.496  -0.077  2.910  -0.22
N  -2.685  -0.075  1.445  -0.88
H  -0.090  -2.252  1.838  0.40
H  0.914  -1.621  0.705  0.38
H  1.203  0.392  1.990  0.23
H  1.788  -1.064  2.811  0.16
H  0.625  0.259  4.376  0.20
H  -0.325  -1.192  4.100  0.19
H  -0.928  1.360  2.553  0.27
H  -1.438  1.235  4.227  0.19
H  -3.356  0.407  3.382  0.18
H  -2.500  -1.122  3.228  0.21
H  -2.433  0.836  1.061  0.41
H  -3.684  -0.202  1.247  0.43
N  -0.611  -3.048  -1.123  -0.87
C  -0.754  -3.275  -2.576  -0.24
C  0.554  -3.355  -3.370  -0.41
C  1.178  -2.015  -3.803  -0.41
C  2.236  -1.390  -2.900  -0.20
N  1.716  -0.976  -1.600  -0.88
H  0.332  -2.714  -0.927  0.38
H  -0.762  -3.908  -0.602  0.41
H  -1.371  -2.477  -2.990  0.23
H  -1.325  -4.195  -2.699  0.22
H  0.317  -3.909  -4.283  0.20
H  1.295  -3.962  -2.832  0.19
H  0.374  -1.289  -3.965  0.22
H  1.664  -2.164  -4.773  0.19
H  2.677  -0.545  -3.444  0.17
H  3.042  -2.119  -2.743  0.16
H  0.812  -0.511  -1.721  0.39
H  2.311  -0.260  -1.195  0.37
Se  -4.596  -3.795  -2.519  -0.78
Sb  -4.016  -2.219  -0.796  1.03
Se  -2.120  -0.133  -1.757  -0.57
Se  -2.383  -3.513  1.523  -0.72
Se  -5.914  -1.131  0.240  -0.80
C  2.261  3.823  -1.331  -1.13
Si  1.221  3.501  0.247  1.63
C  2.564  3.184  1.561  -1.11
C  0.468  5.204  0.619  -1.11
C  -0.017  2.231  0.255  -1.50
H  2.867  4.736  -1.281  0.19
H  1.589  3.898  -2.191  0.22
H  2.934  2.979  -1.518  0.20
H  3.273  4.015  1.644  0.20
H  3.139  2.286  1.314  0.21
H  2.100  3.026  2.538  0.22
H  1.200  6.016  0.563  0.20
H  0.017  5.206  1.614  0.22
H  -0.327  5.417  -0.102  0.22
H  -0.974  2.395  -0.238  0.22
H  0.261  1.179  0.292  0.18



Density functional theory data (ωB97M-V/def2-TZVPD) for 3 unconnected molecules or ions with the total composition C12H35NO7P2.

Properties
Lowest unoccupied orbital energy   0.6 eV
Structure (SMILES)   N=[PH2][PH3]COCOCCO.COCCOC.COCCOC
2S+1   1
Energy above the lowest of the compared OMol25 structures with the same formula, charge and spin   14.5 kcal/mol
E_HOMO   -7.731 eV
Maximum force   0.054 Eh/bohr
Energy   -1742.061837 Ha
Kohn-Sham gap   8.29 eV

Each line ends with the natural charge from an NBO analysis.
Geometry (Å):
N  -2.483  5.088  1.675  -1.32
P  -2.043  3.716  2.412  0.88
P  -0.728  2.614  0.986  0.55
C  0.513  1.885  -0.271  -0.40
O  0.674  2.845  -1.316  -0.56
C  1.997  3.302  -1.445  0.24
O  1.980  4.668  -1.796  -0.53
C  1.643  4.846  -3.166  -0.11
C  0.219  5.457  -3.337  -0.09
O  0.222  6.870  -3.368  -0.72
H  -2.137  5.874  2.215  0.36
H  -3.207  2.953  2.780  -0.07
H  -1.262  4.050  3.564  -0.05
H  0.389  3.250  1.644  -0.04
H  -1.500  3.193  -0.070  0.03
H  -1.121  1.325  1.474  -0.03
H  1.443  1.633  0.271  0.18
H  0.047  0.975  -0.702  0.18
H  2.564  2.754  -2.225  0.14
H  2.583  3.247  -0.513  0.16
H  2.353  5.589  -3.581  0.19
H  1.723  3.914  -3.758  0.18
H  -0.425  5.060  -2.529  0.18
H  -0.225  5.127  -4.290  0.18
H  0.696  7.209  -2.610  0.47
C  -3.090  -1.732  2.235  -0.26
O  -2.981  -1.196  0.925  -0.56
C  -1.973  -1.843  0.157  -0.09
C  -2.567  -2.866  -0.794  -0.09
O  -3.164  -3.947  -0.092  -0.55
C  -4.576  -3.831  -0.006  -0.26
H  -4.035  -1.393  2.659  0.19
H  -3.077  -2.824  2.233  0.18
H  -2.272  -1.356  2.858  0.17
H  -1.223  -2.304  0.808  0.18
H  -1.472  -1.067  -0.432  0.18
H  -1.762  -3.287  -1.405  0.18
H  -3.289  -2.396  -1.469  0.18
H  -5.033  -4.109  -0.960  0.17
H  -4.885  -2.822  0.272  0.18
H  -4.921  -4.526  0.761  0.19
C  2.394  -1.674  0.156  -0.26
O  1.767  -2.628  0.998  -0.56
C  1.552  -3.872  0.344  -0.09
C  2.609  -4.893  0.728  -0.09
O  3.897  -4.513  0.263  -0.55
C  4.696  -3.928  1.280  -0.26
H  2.770  -0.864  0.782  0.19
H  3.229  -2.104  -0.400  0.19
H  1.657  -1.263  -0.542  0.16
H  1.516  -3.739  -0.741  0.18
H  0.574  -4.241  0.670  0.19
H  2.365  -5.847  0.252  0.19
H  2.619  -5.052  1.811  0.18
H  5.089  -4.707  1.941  0.17
H  4.138  -3.195  1.865  0.18
H  5.534  -3.426  0.797  0.19



Density functional theory data (ωB97M-V/def2-TZVPD) for a molecular structure, C12H35O5PSi2.

Properties
Lowest unoccupied orbital energy   0.8 eV
2S+1   1
E_HOMO   -8.420 eV
Maximum force   0.006 Eh/bohr
Energy   -1774.703001 Ha
Kohn-Sham gap   9.20 eV

Each line ends with the natural charge from an NBO analysis.
Geometry (Å):
C  3.022  -3.770  3.858  -0.61
C  3.261  -2.262  3.996  -0.69
P  1.764  -1.286  3.535  0.34
C  2.165  0.382  4.205  -0.70
C  3.109  1.164  3.277  -0.61
Si  0.143  -2.011  4.885  1.15
O  -1.207  -1.215  4.366  -1.25
Si  -2.061  -1.444  2.971  1.23
H  2.665  -4.204  4.793  0.21
H  3.937  -4.294  3.580  0.21
H  2.278  -3.989  3.090  0.21
H  3.598  -2.016  5.006  0.21
H  4.054  -1.946  3.316  0.22
H  1.213  0.907  4.319  0.23
H  2.592  0.299  5.206  0.21
H  3.883  1.680  3.845  0.21
H  2.562  1.906  2.695  0.21
H  3.614  0.515  2.559  0.20
H  0.007  -3.471  4.676  -0.20
H  0.261  -1.740  6.339  -0.19
H  -1.745  -0.367  2.013  -0.20
H  -1.719  -2.759  2.385  -0.20
H  -3.499  -1.404  3.301  -0.20
C  -2.191  -0.069  -1.219  -0.25
O  -2.819  -1.303  -0.926  -0.56
C  -3.897  -1.623  -1.784  -0.09
C  -3.499  -2.627  -2.845  -0.09
O  -2.543  -2.098  -3.746  -0.55
C  -1.215  -2.500  -3.474  -0.25
H  -1.281  -0.026  -0.621  0.19
H  -1.927  0.017  -2.275  0.19
H  -2.833  0.776  -0.943  0.16
H  -4.286  -0.719  -2.265  0.17
H  -4.697  -2.053  -1.173  0.18
H  -4.385  -2.903  -3.424  0.18
H  -3.112  -3.533  -2.364  0.17
H  -1.072  -3.563  -3.699  0.16
H  -0.943  -2.321  -2.431  0.18
H  -0.564  -1.913  -4.119  0.19
C  2.311  3.999  -3.776  -0.25
O  1.099  4.709  -3.937  -0.55
C  0.056  3.941  -4.511  -0.09
C  -0.926  3.448  -3.471  -0.09
O  -0.329  2.532  -2.571  -0.55
C  0.014  3.095  -1.319  -0.25
H  2.976  4.630  -3.190  0.19
H  2.157  3.052  -3.252  0.18
H  2.780  3.795  -4.744  0.17
H  0.468  3.087  -5.060  0.17
H  -0.474  4.578  -5.225  0.18
H  -1.748  2.933  -3.977  0.19
H  -1.344  4.302  -2.926  0.17
H  -0.882  3.322  -0.730  0.17
H  0.601  4.010  -1.436  0.18
H  0.606  2.354  -0.785  0.19



Density functional theory data (ωB97M-V/def2-TZVPD) for a molecular structure, C12H35O6S5Tl.

Properties
Lowest unoccupied orbital energy   -10.4 eV
2S+1   1
Energy above the lowest of the compared OMol25 structures with the same formula, charge and spin   0.0 kcal/mol
E_HOMO   -14.278 eV
Maximum force   0.029 Eh/bohr
Total charge   +2
Energy   -3092.245103 Ha
Kohn-Sham gap   3.84 eV

Each line ends with the natural charge from an NBO analysis.
Geometry (Å):
Tl  1.381  1.267  -0.013  1.26
C  -2.341  -0.905  1.569  -0.55
C  -1.901  -1.122  0.079  -0.09
O  -0.792  -0.462  -0.194  -0.39
H  -1.490  -1.117  2.211  0.21
H  -3.138  -1.591  1.846  0.25
H  -2.592  0.137  1.731  0.22
H  -2.724  -0.854  -0.601  0.17
H  -1.785  -2.229  0.025  0.20
C  -2.761  2.807  -0.931  -0.82
S  -1.741  2.577  -2.373  1.32
O  -0.399  2.161  -1.862  -0.98
C  -2.569  1.118  -2.982  -0.84
H  -3.804  2.916  -1.244  0.25
H  -2.469  3.733  -0.447  0.25
H  -2.686  1.932  -0.288  0.24
H  -2.516  0.361  -2.196  0.23
H  -2.134  0.714  -3.890  0.25
H  -3.624  1.352  -3.129  0.26
C  2.213  -0.544  4.648  -0.83
S  0.786  -0.760  3.603  1.27
O  0.811  0.367  2.607  -0.99
C  1.357  -2.201  2.723  -0.83
H  2.545  -1.505  5.038  0.26
H  1.926  0.100  5.477  0.26
H  3.004  -0.054  4.083  0.26
H  0.639  -2.464  1.952  0.24
H  1.507  -3.026  3.419  0.25
H  2.294  -1.915  2.243  0.26
C  0.969  -3.413  -1.086  -0.83
S  2.508  -2.504  -1.137  1.28
O  2.365  -1.301  -0.263  -1.01
C  3.509  -3.651  -0.218  -0.83
H  0.638  -3.589  -0.066  0.23
H  1.090  -4.355  -1.620  0.26
H  0.253  -2.807  -1.642  0.24
H  3.572  -4.622  -0.704  0.26
H  3.091  -3.756  0.783  0.23
H  4.502  -3.215  -0.116  0.26
C  2.677  -1.086  -4.468  -0.82
S  1.350  -0.333  -3.531  1.25
O  2.007  0.640  -2.604  -0.97
C  0.715  0.629  -4.905  -0.81
H  3.240  -1.777  -3.849  0.25
H  3.352  -0.277  -4.759  0.25
H  2.271  -1.540  -5.369  0.25
H  0.399  -0.064  -5.684  0.25
H  1.513  1.280  -5.260  0.26
H  -0.125  1.238  -4.584  0.23
C  -1.856  4.692  2.445  -0.81
S  -0.668  3.358  2.658  1.30
O  -0.445  2.799  1.277  -0.97
C  -1.753  2.215  3.475  -0.84
H  -2.152  5.068  3.423  0.26
H  -2.735  4.270  1.959  0.23
H  -1.362  5.454  1.850  0.26
H  -2.611  2.028  2.828  0.23
H  -2.087  2.553  4.455  0.26
H  -1.224  1.275  3.604  0.26